24
Properties=species:S:1:pos:R:3 method="wB97M-V/def2-TZVPD" e_lumo_ev="-0.5 / 0.1" orbital_gap_ha="0.2468 / 0.3003" max_force_ha_per_bohr=0.0761 energy_ev=-31118.406
H -2.80 1.50 0.17
H -2.97 -0.60 2.04
C 1.63 -0.53 -1.02
H 2.88 -0.35 -2.72
O -2.35 -1.29 1.72
S 1.89 -2.25 -0.56
H 1.36 -2.00 0.84
H 1.22 0.54 -2.79
O 0.21 -1.28 1.75
C 2.01 0.64 -0.22
N -2.60 1.61 1.13
H -3.01 2.41 1.56
H -0.67 -1.76 -0.95
H 1.72 1.48 -0.79
C -1.26 1.06 1.69
H 1.51 -1.04 -3.27
H -0.61 1.81 1.29
P -0.97 -0.65 1.12
H 2.97 0.46 0.01
H -1.10 0.94 2.82
C 1.78 -0.32 -2.50
H 1.48 0.56 0.70
H -1.31 -0.14 -1.36
C -1.00 -0.80 -0.65

22
Properties=species:S:1:pos:R:3 method="wB97M-V/def2-TZVPD" total_charge=-1 e_lumo_ev=3.8 orbital_gap_ha=0.2491 max_force_ha_per_bohr=0.0133 energy_ev=-19786.255
C -1.67 -1.26 -1.77
O -0.61 0.76 -1.11
H 2.36 0.43 2.60
H -3.28 0.86 -0.91
C 1.63 0.15 1.83
H -2.58 0.94 0.74
H -0.25 1.21 -0.30
H 1.08 -0.70 2.23
N 3.26 0.81 0.05
C 2.34 -0.21 0.55
C -2.77 0.31 -0.12
H 2.88 -1.16 0.64
H -2.45 -1.99 -1.54
C -1.46 -0.26 -0.64
H -0.96 -0.79 0.18
H -1.94 -0.76 -2.71
H 1.59 -0.36 -0.24
H 3.82 1.16 0.82
H -0.75 -1.82 -1.97
H -3.43 -0.50 0.24
H 2.69 1.60 -0.24
S 0.50 1.60 1.67

21
Properties=species:S:1:pos:R:3 method="wB97M-V/def2-TZVPD" smiles="C/C=P/N(C)C.C" e_lumo_ev=0.7 orbital_gap_ha=0.3110 max_force_ha_per_bohr=0.0882 energy_ev=-16188.163
C 1.24 2.40 -0.29
H -2.23 0.12 1.50
H 1.47 2.78 0.73
C -2.52 0.47 0.53
H -2.04 -2.14 0.93
H -0.78 2.16 0.16
C 0.07 1.53 -0.30
H -3.66 0.41 0.31
H 2.69 -0.81 0.74
H 4.24 -1.50 0.21
C 3.18 -1.45 0.06
H 2.28 1.96 -0.51
H 1.36 3.16 -1.09
H -2.13 1.47 0.38
C -2.11 -1.77 -0.19
H -3.17 -1.90 -0.52
N -1.74 -0.45 -0.30
H 2.83 -1.30 -0.96
P -0.13 -0.04 -0.91
H -1.53 -2.61 -0.78
H 2.68 -2.50 0.29

Which energy above the lowest of the compared OMol25 structures with the same formula, charge and spin belongs to each record? In order, 92.2 0.0 52.1 kcal per mole.